Below is a structure of composition C17H21BrILiN5, with properties calculated with ωB97M-V/def2-TZVPD.

Structure (XYZ):
```
46
Properties=species:S:1:pos:R:3:forces:R:3:lowdin_charge:R:1
Li 0.22030 0.20508 1.24294 0.074 -0.188 0.221 0.597
I 5.79142 -2.37579 1.28050 -0.480 0.042 -0.117 0.904
C 3.77157 -2.30150 0.69032 0.438 -0.038 0.119 -0.693
C 3.23802 -3.27677 -0.13936 -0.018 0.171 0.109 -0.113
C 1.90469 -3.16884 -0.50067 -0.037 0.071 0.059 -0.034
C 1.17206 -2.09585 -0.02181 -0.096 -0.233 -0.207 -0.144
N 1.68311 -1.16499 0.77707 -0.258 0.306 0.013 -0.028
C 2.95573 -1.26667 1.12828 0.481 -0.076 0.124 -0.212
H 3.84531 -4.09621 -0.49272 0.039 -0.048 -0.023 0.107
H 1.44857 -3.90685 -1.14248 -0.067 -0.010 -0.035 0.116
H 0.13210 -1.95883 -0.28626 -0.097 -0.101 -0.125 0.108
H 3.33994 -0.49502 1.78224 0.101 0.001 0.033 0.102
Br -3.66718 -1.65619 6.34411 0.279 0.080 -0.315 0.799
C -2.45582 -1.22807 4.95317 -0.039 0.004 -0.034 -0.662
C -1.19688 -0.71886 5.24494 -0.182 -0.062 -0.034 -0.083
C -0.36851 -0.38685 4.18587 0.007 0.017 0.291 -0.124
N -0.70591 -0.54283 2.91022 0.161 0.213 -0.332 -0.019
C -1.90089 -1.06037 2.64695 -0.325 -0.110 0.075 -0.149
C -2.81735 -1.40818 3.62235 0.046 0.006 0.205 -0.084
H -0.87928 -0.57072 6.26542 0.040 0.014 0.025 0.111
H 0.61017 0.03101 4.37120 0.095 0.039 0.098 0.116
H -2.14278 -1.19538 1.60007 -0.108 -0.019 -0.049 0.109
H -3.78546 -1.79357 3.34998 -0.092 -0.085 -0.003 0.110
C 1.30125 1.42313 -3.84252 -0.008 0.183 0.189 -0.149
C 2.08442 1.62584 -2.55542 0.102 -0.002 -0.278 -0.177
N 1.27704 1.12960 -1.46155 0.253 0.041 0.077 0.057
C -0.06136 1.38860 -1.36528 -0.001 -0.236 0.208 -0.395
N -0.60264 1.20792 -0.19170 0.040 -0.109 0.224 -0.038
C -2.01662 1.52741 -0.08238 -0.088 -0.016 -0.201 -0.234
C -2.75476 1.06672 -1.33216 0.088 0.248 0.085 -0.154
C -2.17419 1.84409 -2.50300 -0.368 -0.077 0.155 -0.146
N -0.72600 1.73152 -2.49047 0.060 -0.092 -0.031 -0.036
C -0.04014 2.12956 -3.70660 0.303 0.079 -0.254 -0.142
H 1.14627 0.35705 -4.01279 -0.004 -0.025 0.000 0.123
H 1.85082 1.82947 -4.68815 0.007 0.027 -0.061 0.121
H 2.32470 2.69037 -2.42010 0.031 -0.115 -0.073 0.127
H 3.01875 1.06029 -2.56964 -0.058 0.095 -0.029 0.124
H 1.72948 1.07663 -0.56033 -0.075 0.024 -0.193 0.113
H -2.13373 2.61015 0.03647 -0.164 -0.013 0.095 0.123
H -2.41699 1.05023 0.81175 -0.051 0.061 0.034 0.087
H -3.82574 1.24139 -1.25442 -0.053 0.001 -0.041 0.119
H -2.57819 -0.00409 -1.46905 -0.092 0.019 -0.051 0.119
H -2.47130 2.90033 -2.44290 -0.002 -0.125 -0.037 0.135
H -2.54265 1.44876 -3.45575 0.094 0.052 0.097 0.128
H 0.10194 3.21849 -3.70243 -0.003 -0.073 -0.112 0.135
H -0.68328 1.87876 -4.55394 0.026 0.058 0.096 0.126
```
Forces are in eV/Å.

## Properties
LUMO level: -2.346 eV
highest occupied orbital energy: -11.419 eV
max |F|: 0.50 eV/A
Kohn-Sham gap: 9.07 eV
charge: +1
relative energy (zero: lowest compared OMol25 entry of this formula, charge and spin): 0.0 kcal per mole